1.
C5H6O2 | ωB97M-V with the def2-TZVPD basis set

Each line ends with the Mulliken charge.
Geometry (Å):
C (-1.47153, 2.38509, -0.06252)  0.2555
C (-0.76931, 1.41119, -0.01316)  -0.8109
C (0.01731, 0.19413, 0.18989)  0.3707
C (-0.85879, -1.02533, 0.43958)  -1.2248
O (0.84659, -0.00675, -0.97257)  -0.3170
C (1.97366, -0.68555, -0.72998)  0.0965
O (2.31416, -1.14698, 0.32428)  -0.4848
H (-2.08967, 3.25434, -0.09860)  0.4444
H (0.69958, 0.33679, 1.03061)  0.2569
H (-1.53480, -1.20320, -0.39961)  0.3412
H (-1.45983, -0.85705, 1.33466)  0.3342
H (-0.23836, -1.90879, 0.60240)  0.3530
H (2.57098, -0.74790, -1.64500)  0.3852

## Properties
net charge = 0
HOMO energy = -0.3814 Eh
multiplicity = 1
LUMO level = 0.97 eV
relative energy (zero: lowest compared OMol25 entry of this formula, charge and spin) = 42.53 kcal/mol

2.
C5H6O2 | ωB97M-V with the def2-TZVPD basis set

Each line ends with the Mulliken charge.
Geometry (Å):
C (-1.95062, -1.74932, -1.45473)  0.3644
C (-1.38968, -0.76261, -1.04841)  -0.2783
C (-0.72637, 0.40582, -0.47060)  -0.0962
O (-0.99689, 1.53400, -0.81484)  -0.4720
C (0.31215, 0.10761, 0.62287)  0.2883
C (1.68790, 0.55585, 0.15770)  -1.3203
O (0.01896, 0.84141, 1.79122)  -0.5303
H (-2.45285, -2.61887, -1.82121)  0.3915
H (0.30923, -0.97561, 0.82170)  0.2930
H (2.42829, 0.32150, 0.92742)  0.3287
H (1.66815, 1.63760, -0.00142)  0.3316
H (1.97697, 0.06133, -0.77507)  0.3644
H (-0.88522, 0.64128, 2.06536)  0.3354

## Properties
net charge = 0
HOMO energy = -0.3756 Eh
multiplicity = 1
LUMO level = -0.04 eV
relative energy (zero: lowest compared OMol25 entry of this formula, charge and spin) = 55.26 kcal/mol

3.
C5H6O2 | ωB97M-V with the def2-TZVPD basis set

Each line ends with the Mulliken charge.
Geometry (Å):
O (2.27307, 1.33908, -1.36143)  -0.4782
C (1.67863, 0.90290, -0.40860)  -0.1166
C (0.82148, -0.31754, -0.45796)  0.1936
O (0.67093, -0.88356, 0.83767)  -0.4422
C (-0.75471, -1.00346, 0.61571)  -0.0792
C (-1.33168, 0.37062, 0.68330)  -0.6563
C (-0.67531, -0.12302, -0.60100)  -0.4258
H (1.68765, 1.37609, 0.59721)  0.3077
H (1.18261, -1.05245, -1.19045)  0.3542
H (-0.90965, -2.04153, 0.84911)  0.4676
H (-2.38583, 0.60680, 0.52436)  0.2634
H (-0.83976, 1.02770, 1.39526)  0.2182
H (-1.21742, -0.09183, -1.54017)  0.3937

## Properties
net charge = 0
HOMO energy = -0.3564 Eh
multiplicity = 1
LUMO level = 0.88 eV
relative energy (zero: lowest compared OMol25 entry of this formula, charge and spin) = 71.69 kcal/mol

4.
C5H6O2 | ωB97M-V with the def2-TZVPD basis set

Each line ends with the Mulliken charge.
Geometry (Å):
C (0.74487, 1.01516, 0.98847)  -1.2896
C (0.25054, -0.27453, 0.37501)  1.3327
C (1.03203, -1.35159, -0.12949)  -0.9229
C (-0.43977, -0.24535, -1.05867)  -0.5889
C (-1.68027, -0.55310, -0.23095)  0.4628
O (-2.83991, -0.68415, -0.47426)  -0.5327
O (-1.04807, -0.65417, 0.95816)  -0.3985
H (1.07669, 0.81848, 2.01252)  0.3257
H (-0.04944, 1.76615, 1.03006)  0.3497
H (1.59112, 1.41155, 0.42082)  0.3425
H (-0.19106, -1.08886, -1.71718)  0.3179
H (1.91555, -0.86713, -0.59070)  0.2698
H (-0.36228, 0.70754, -1.58380)  0.3316

## Properties
net charge = 0
HOMO energy = -0.3476 Eh
multiplicity = 1
LUMO level = 0.05 eV
relative energy (zero: lowest compared OMol25 entry of this formula, charge and spin) = 90.80 kcal/mol

5.
C5H6O2 | ωB97M-V with the def2-TZVPD basis set

Each line ends with the Mulliken charge.
Geometry (Å):
O (-1.50942, -1.26839, -2.17186)  -0.4809
C (-1.27324, -0.39539, -1.37542)  -0.1109
C (0.10737, 0.00218, -0.97707)  0.1868
O (0.10534, 1.31921, -0.46892)  -0.4612
C (0.95395, 0.80558, 0.72586)  -0.1289
C (0.00990, 0.03027, 1.56803)  -0.7073
C (0.63121, -0.59081, 0.31292)  -0.4301
H (-2.06014, 0.17607, -0.83545)  0.3054
H (0.82964, -0.15643, -1.79192)  0.3533
H (1.56363, 1.60829, 0.37778)  0.5773
H (0.29405, -0.51613, 2.47018)  0.2686
H (-0.99144, 0.44815, 1.60137)  0.2215
H (1.18328, -1.52018, 0.39330)  0.4064

## Properties
net charge = 0
HOMO energy = -0.3528 Eh
multiplicity = 1
LUMO level = 0.81 eV
relative energy (zero: lowest compared OMol25 entry of this formula, charge and spin) = 95.91 kcal/mol

6.
C5H6O2 | ωB97M-V with the def2-TZVPD basis set

Each line ends with the Mulliken charge.
Geometry (Å):
O (2.76696, 1.37600, -0.14606)  -0.4264
C (2.58051, 0.56812, 0.73867)  -0.1828
C (1.24141, 0.13305, 1.07862)  0.3200
C (0.07909, -0.20044, 1.10318)  -0.0701
C (-1.30607, -0.51273, 0.75832)  -0.3682
C (-1.38242, -0.41483, -0.78080)  -0.5746
O (-1.06009, 0.87139, -1.23949)  -0.4941
H (3.41842, 0.10542, 1.28376)  0.2992
H (-1.98804, 0.22112, 1.20173)  0.2464
H (-1.60036, -1.50902, 1.10691)  0.2994
H (-0.71766, -1.18105, -1.20830)  0.3036
H (-2.40184, -0.62302, -1.11574)  0.3238
H (-0.13990, 1.05385, -0.99436)  0.3237

## Properties
net charge = 0
HOMO energy = -0.3821 Eh
multiplicity = 1
LUMO level = 0.04 eV
relative energy (zero: lowest compared OMol25 entry of this formula, charge and spin) = 56.30 kcal/mol

7.
C5H6O2 | ωB97M-V with the def2-TZVPD basis set

Each line ends with the Mulliken charge.
Geometry (Å):
O (2.01799, -1.05459, 0.58486)  -0.5699
C (0.44955, -0.47899, 0.67067)  -0.3652
C (0.24486, 0.91140, -0.00629)  -0.0448
O (0.44984, 0.24964, -1.27789)  -0.4193
C (-0.29603, -0.82620, -0.64589)  0.0771
C (-1.65615, -0.16248, -0.39656)  -0.6144
C (-1.28155, 1.03956, 0.04574)  -0.6679
H (2.58223, -0.30546, 0.82779)  0.2970
H (0.91024, -0.97656, 1.55392)  0.5043
H (0.87759, 1.77569, 0.18690)  0.5048
H (-0.21673, -1.79804, -1.12404)  0.5127
H (-2.64495, -0.59468, -0.49599)  0.3975
H (-1.87087, 1.87369, 0.40844)  0.3881

## Properties
net charge = 0
HOMO energy = -0.3510 Eh
multiplicity = 1
LUMO level = 1.00 eV
relative energy (zero: lowest compared OMol25 entry of this formula, charge and spin) = 124.78 kcal/mol

8.
C5H6O2 | ωB97M-V with the def2-TZVPD basis set

Each line ends with the Mulliken charge.
Geometry (Å):
O (-2.77856, 0.82835, -1.00550)  -0.4530
C (-1.96165, -0.05505, -0.97467)  0.0159
C (-1.55786, -0.78128, 0.30795)  -0.3690
C (-0.10287, -0.84061, 0.35521)  -0.2714
C (1.07963, -0.61853, 0.26868)  0.2227
C (2.23475, 0.28612, 0.19786)  -0.4032
O (1.72983, 1.60677, 0.11817)  -0.4960
H (-1.42577, -0.39057, -1.88606)  0.3534
H (-1.93775, -0.20409, 1.15781)  0.2180
H (-2.01390, -1.77587, 0.33167)  0.3115
H (2.89315, 0.16008, 1.06658)  0.2678
H (2.82439, 0.12225, -0.70716)  0.2910
H (1.01660, 1.66244, 0.76945)  0.3123

## Properties
net charge = 0
HOMO energy = -0.3641 Eh
multiplicity = 1
LUMO level = 0.77 eV
relative energy (zero: lowest compared OMol25 entry of this formula, charge and spin) = 62.39 kcal/mol

9.
C5H6O2 | ωB97M-V with the def2-TZVPD basis set

Each line ends with the Mulliken charge.
Geometry (Å):
O (-2.85246, -0.70133, 0.53484)  -0.1679
C (-2.20391, 0.07898, 0.02698)  0.1597
C (-0.25063, 1.31145, -1.98002)  -0.1266
O (0.37618, 0.47461, -2.57988)  -0.4119
C (1.04989, -0.87568, 0.21707)  -0.2559
C (0.96462, -0.02935, 1.45729)  -0.4824
C (0.52981, -1.44951, 1.25221)  -0.3618
H (0.07116, 1.70064, -0.99490)  0.2558
H (-1.18916, 1.74132, -2.38318)  0.2841
H (1.33937, -0.88884, -0.82358)  0.3762
H (0.21235, 0.76567, 1.52459)  0.1603
H (1.86857, 0.18849, 2.03327)  0.2179
H (0.08421, -2.31644, 1.71532)  0.3524

## Properties
net charge = 0
HOMO energy = -0.3497 Eh
multiplicity = 1
LUMO level = 0.75 eV
relative energy (zero: lowest compared OMol25 entry of this formula, charge and spin) = 90.56 kcal/mol

10.
C5H6O2 | ωB97M-V with the def2-TZVPD basis set

Each line ends with the Mulliken charge.
Geometry (Å):
O (-3.28651, 0.52645, -0.68553)  -0.4590
C (-2.14125, 0.22573, -0.47689)  -0.0638
C (-1.65744, -0.40021, 0.83554)  -0.4302
C (-0.19751, -0.40655, 0.81618)  -0.5154
C (0.96764, -0.31718, 0.51848)  0.6817
C (2.29037, -0.08751, -0.08269)  -0.4991
O (2.15063, 0.51343, -1.35661)  -0.5085
H (-1.34104, 0.38172, -1.23114)  0.3243
H (-2.08098, 0.16908, 1.66966)  0.3075
H (-2.07317, -1.41387, 0.89848)  0.3030
H (2.92187, 0.51914, 0.58095)  0.2719
H (2.80469, -1.03717, -0.25037)  0.2804
H (1.64270, 1.32693, -1.23605)  0.3071

## Properties
net charge = 0
HOMO energy = -0.3676 Eh
multiplicity = 1
LUMO level = 0.68 eV
relative energy (zero: lowest compared OMol25 entry of this formula, charge and spin) = 57.66 kcal/mol

11.
C5H6O2 | ωB97M-V with the def2-TZVPD basis set

Each line ends with the Mulliken charge.
Geometry (Å):
O (0.38175, -2.31816, -0.90655)  -0.6295
C (-0.00436, -1.13142, -0.70366)  0.2681
C (-0.97164, -0.66734, 0.27396)  -0.4880
C (-0.95249, 0.79066, 0.56325)  -0.3281
C (0.47929, 1.18731, 0.17066)  0.3492
O (0.93133, 2.29825, 0.13426)  -0.5258
C (1.19316, -0.10148, -0.17327)  -0.5654
H (-1.52426, -1.36795, 0.90144)  0.3990
H (-0.28964, -0.49558, -1.61106)  0.2467
H (-1.14747, 1.01438, 1.61906)  0.3287
H (-1.68466, 1.37010, -0.01403)  0.2973
H (1.65055, -0.56056, 0.70945)  0.3151
H (1.93844, -0.01820, -0.96349)  0.3326

## Properties
net charge = 0
HOMO energy (spin up / spin down) = -0.3192 / -0.3509 Eh
multiplicity = 1
LUMO level (spin up / spin down) = -1.89 / -0.88 eV
relative energy (zero: lowest compared OMol25 entry of this formula, charge and spin) = 91.57 kcal/mol

12.
C5H6O2 | ωB97M-V with the def2-TZVPD basis set

Each line ends with the Mulliken charge.
Geometry (Å):
O (1.69603, 1.15835, -0.99449)  -0.5036
C (1.66682, -0.04900, -0.24523)  -0.4866
C (0.45767, -0.49404, 0.51557)  -0.3527
C (-0.59766, 0.38568, 0.87263)  0.2222
C (-1.79951, -0.54453, 1.08083)  -0.1891
C (-1.06975, -0.48210, -0.21264)  -0.2562
O (-1.12295, 1.19013, -0.09480)  -0.3842
H (1.56726, 1.89442, -0.38390)  0.3107
H (2.45743, -0.04841, 0.52523)  0.3179
H (1.95438, -0.83250, -0.95363)  0.3403
H (-2.77375, -0.06907, 1.13226)  0.2552
H (-1.61865, -1.42488, 1.68871)  0.2718
H (-1.03948, -0.77125, -1.25274)  0.4544

## Properties
net charge = 0
HOMO energy = -0.3072 Eh
multiplicity = 1
LUMO level = 0.36 eV
relative energy (zero: lowest compared OMol25 entry of this formula, charge and spin) = 165.57 kcal/mol

13.
C5H6O2 | ωB97M-V with the def2-TZVPD basis set

Each line ends with the Mulliken charge.
Geometry (Å):
O (-3.15415, 0.81617, -0.60837)  -0.4512
C (-2.33782, -0.05986, -0.48693)  0.0174
C (-1.66201, -0.41280, 0.83263)  -0.5140
C (-0.21680, -0.33033, 0.61842)  -0.2308
C (0.93488, -0.23636, 0.27292)  0.4813
C (2.31563, -0.02672, -0.18947)  -0.5575
O (2.42296, 1.06034, -1.08512)  -0.5151
H (-1.99253, -0.66428, -1.35085)  0.3398
H (-2.01551, 0.27526, 1.60625)  0.2704
H (-1.94681, -1.43487, 1.11722)  0.3024
H (2.98110, 0.09380, 0.67803)  0.2683
H (2.65604, -0.90780, -0.74134)  0.2724
H (2.01503, 1.82745, -0.66340)  0.3165

## Properties
net charge = 0
HOMO energy = -0.3636 Eh
multiplicity = 1
LUMO level = 0.76 eV
relative energy (zero: lowest compared OMol25 entry of this formula, charge and spin) = 55.28 kcal/mol

14.
C5H6O2S | ωB97M-V with the def2-TZVPD basis set

Each line ends with the Mulliken charge.
Geometry (Å):
O (-2.59682, 0.23173, 0.20626)  -0.4495
C (-1.85069, -0.64862, -0.20626)  -0.1567
C (-0.37419, -0.54708, -0.68203)  0.1726
O (-0.10005, 0.71067, -1.11375)  -0.4350
C (0.51047, 1.47252, -0.02053)  -0.5954
C (1.25351, 0.44383, 0.59879)  -0.0786
S (2.41759, -0.33877, -0.30481)  -0.1512
C (0.75318, -0.92390, 0.22094)  -0.1969
H (-2.24361, -1.73787, 0.01142)  0.2822
H (-0.47310, -1.29411, -1.41374)  0.3323
H (-0.35519, 1.67455, 0.56512)  0.3185
H (1.15165, 2.21710, -0.50971)  0.2686
H (1.44220, 0.65288, 1.72435)  0.3707
H (0.46505, -1.91293, 0.92396)  0.3184

## Properties
net charge = 0
HOMO energy = -0.3407 Eh
multiplicity = 1
LUMO level = 0.35 eV
relative energy (zero: lowest compared OMol25 entry of this formula, charge and spin) = 73.37 kcal/mol

15.
C5H6O2S | ωB97M-V with the def2-TZVPD basis set

Each line ends with the Mulliken charge.
Geometry (Å):
C (1.81220, 0.72060, 0.19628)  -0.3249
C (1.05415, 1.73218, -0.07885)  -0.4323
C (-1.82782, -0.78280, 0.07524)  0.1556
C (0.93352, -0.52375, 0.47012)  -0.5736
C (-0.45308, -0.10655, 0.36680)  0.2904
O (-2.52957, 0.33054, -0.19245)  -0.7508
O (-1.45979, -1.63033, -1.01620)  -0.5077
S (-0.78976, 1.49291, -0.04847)  0.1296
H (2.94048, 0.73705, 0.10208)  0.3046
H (1.48363, 2.69579, -0.09582)  0.4122
H (-2.13527, -1.38016, 0.97587)  0.2988
H (1.15449, -1.23449, -0.26588)  0.3353
H (1.32705, -0.92830, 1.42303)  0.3091
H (-1.51022, -1.12270, -1.91174)  0.3538

## Properties
net charge = 0
HOMO energy (spin up / spin down) = -0.3143 / -0.3143 Eh
multiplicity = 1
LUMO level (spin up / spin down) = -0.97 / -0.97 eV
relative energy (zero: lowest compared OMol25 entry of this formula, charge and spin) = 88.62 kcal/mol

16.
C5H6O2S | ωB97M-V with the def2-TZVPD basis set

Each line ends with the Mulliken charge.
Geometry (Å):
C (-1.61148, -0.28899, -0.23290)  0.1262
C (-2.52412, 0.41119, -0.73347)  -0.2301
C (-1.04616, -1.71219, -0.30748)  -0.4707
C (-0.37867, -0.72161, 0.49481)  -0.1607
C (1.14031, 1.54776, -0.27813)  -1.0015
O (1.47442, -0.93153, -1.30655)  -0.6384
O (2.11271, -0.51195, 1.07374)  -0.6297
S (1.29464, -0.21861, -0.05323)  1.1502
H (-1.71421, -2.48287, 0.28402)  0.2237
H (-0.62764, -2.11691, -1.29930)  0.2309
H (-0.61224, -0.76826, 1.82880)  0.2916
H (0.86121, 1.98332, 0.67612)  0.3233
H (2.09992, 2.00807, -0.52989)  0.3735
H (0.53999, 1.49488, -1.13206)  0.4114

## Properties
net charge = 0
HOMO energy = -0.3827 Eh
multiplicity = 1
LUMO level = -0.60 eV
relative energy (zero: lowest compared OMol25 entry of this formula, charge and spin) = 153.68 kcal/mol

17.
C5H6O3 | ωB97M-V with the def2-TZVPD basis set

Each line ends with the Mulliken charge.
Geometry (Å):
C (-2.07236, -0.13831, 0.25109)  -0.1776
O (-1.21309, -1.22197, -0.19550)  -0.4646
C (0.01161, -0.56146, -0.14040)  0.0504
C (-0.22647, 0.72970, -0.12497)  0.5045
C (1.32881, 1.27598, -0.01366)  -0.3428
O (2.17057, 0.03636, 0.12941)  -0.3960
C (1.44928, -1.19445, 0.05022)  -0.3503
O (-1.49750, 1.13934, -0.05581)  -0.4339
H (-2.89915, -0.05794, -0.30416)  0.2760
H (-2.12779, -0.35284, 1.31733)  0.2744
H (1.64925, 1.70115, -1.04678)  0.2366
H (1.43953, 1.85695, 0.86170)  0.2877
H (1.77645, -1.74750, 0.86652)  0.2928
H (1.53662, -1.69846, -0.85304)  0.2427

## Properties
net charge = 0
HOMO energy = -0.3007 Eh
multiplicity = 1
LUMO level = 0.89 eV
relative energy (zero: lowest compared OMol25 entry of this formula, charge and spin) = 95.45 kcal/mol

18.
C5H6O3Sn | ωB97M-V with the def2-TZVPD basis set

Each line ends with the Mulliken charge.
Geometry (Å):
O (5.72905, 0.54448, -0.85059)  -0.1900
C (4.66134, 0.37907, -0.47389)  0.8183
O (3.57893, 0.22874, -0.05689)  -0.2507
O (0.43317, -1.27328, -0.02245)  -0.3048
C (-0.86961, -1.49914, 0.38366)  -0.3999
C (-1.73300, -0.23299, 0.33958)  -0.3223
C (-3.12365, -0.47908, 0.88106)  -0.3669
C (-4.24042, -0.36590, 0.19625)  -0.4771
Sn (1.76404, -0.28021, 0.30053)  0.7451
H (-0.90312, -1.90781, 1.41364)  0.2701
H (-1.34345, -2.26086, -0.26594)  0.2788
H (-1.78039, 0.14386, -0.69273)  0.3284
H (-1.24364, 0.54030, 0.95636)  0.2938
H (-3.17171, -0.79237, 1.93386)  0.2775
H (-4.53061, -0.06878, -0.81286)  0.2994

## Properties
net charge = +1
HOMO energy (spin up / spin down) = -0.4296 / -0.4630 Eh
multiplicity = 2
LUMO level (spin up / spin down) = -5.12 / -5.12 eV
relative energy (zero: lowest compared OMol25 entry of this formula, charge and spin) = 34.57 kcal/mol